<w>
60
Properties=species:S:1:pos:R:3 method="wB97M-V/def2-TZVPD" homo_lumo_gap_ev=6.66 charge=-2
Hf -0.23059 -1.67682 0.23307
C 1.52361 2.77280 2.73811
C 0.06637 3.03275 3.10006
N -0.76802 1.84698 2.97838
C -1.58046 1.58323 4.15145
C -0.75089 1.12596 5.34360
C -1.54092 1.81315 1.74932
C -0.72412 1.82731 0.46402
N 0.23449 0.74248 0.33134
C 1.38197 1.06746 -0.29293
C 2.52719 0.27742 -0.02307
F 2.31998 -0.77030 0.80469
C 3.77469 0.50958 -0.52400
F 4.79161 -0.29863 -0.16595
C 4.02296 1.57463 -1.37864
C 2.92980 2.35295 -1.69202
F 3.09244 3.38327 -2.56019
C 1.66148 2.12762 -1.19384
F 0.67321 2.91811 -1.69141
H 2.09757 3.70553 2.74285
H 1.97097 2.07271 3.44747
H 1.59758 2.31238 1.75352
H 0.01185 3.39839 4.13028
H -0.33780 3.84370 2.47116
H -2.17988 2.47350 4.43503
H -2.29293 0.79908 3.89054
H 0.01892 1.86104 5.59561
H -1.38581 0.98956 6.22494
H -0.24804 0.18744 5.10952
H -2.18099 0.93708 1.77624
H -2.19950 2.70697 1.68148
H -1.45082 1.85280 -0.36032
H -0.20082 2.79036 0.43483
H 5.00074 1.76329 -1.79511
I 0.21165 -2.18449 3.02722
O 2.61436 -2.15784 -1.78913
C 2.24744 -3.07384 -1.07130
O 1.30667 -3.05714 -0.18883
H 2.75674 -4.05426 -1.13480
C 0.31088 -2.94256 -4.02238
Si -0.83314 -1.67172 -3.25223
C -0.76752 -0.11386 -4.30375
C -2.58370 -2.35086 -3.37079
O -0.43248 -1.30554 -1.72868
H -0.00329 -3.15045 -5.05227
H 0.27601 -3.88021 -3.45877
H 1.34497 -2.59315 -4.02084
H -1.04688 -0.32940 -5.34111
H 0.23714 0.31866 -4.29732
H -1.45726 0.63944 -3.91115
H -2.92124 -2.31753 -4.41376
H -3.28599 -1.76797 -2.76750
H -2.63306 -3.39054 -3.03603
O -4.38746 -0.64543 -0.56029
C -3.32387 -0.83451 -0.04788
N -2.27351 -0.99044 0.48723
F -0.83480 -4.86637 -0.04353
C -1.53613 -3.65130 0.06267
F -2.41184 -3.86706 1.13846
H -2.19959 -3.66540 -0.81328

<x>
60
Properties=species:S:1:pos:R:3 method="wB97M-V/def2-TZVPD" homo_lumo_gap_ev=6.72 charge=-2
Hf 0.78190 -0.90444 0.74341
C -2.86584 0.64816 1.92384
C -2.17198 1.32201 0.74699
N -1.56535 0.38015 -0.20135
C -2.57361 -0.48094 -0.83476
C -3.58080 0.21988 -1.75488
C -0.77816 1.13197 -1.18275
C -0.20888 0.22771 -2.25763
N 0.36998 -0.97479 -1.67472
C 0.77761 -1.92179 -2.50873
C 1.54859 -3.00033 -1.98908
F 1.88404 -2.91819 -0.68396
C 1.94947 -4.09272 -2.70040
F 2.64482 -5.07473 -2.09208
C 1.67544 -4.21727 -4.05602
C 0.99501 -3.16083 -4.62486
F 0.71831 -3.21377 -5.95033
C 0.57913 -2.05485 -3.91762
F -0.06020 -1.09485 -4.64752
H -3.01707 1.37491 2.72492
H -2.24174 -0.15439 2.30994
H -3.83884 0.23104 1.65582
H -1.36542 1.94443 1.12398
H -2.88400 1.98154 0.22494
H -3.11839 -0.98384 -0.04038
H -2.04454 -1.25465 -1.38925
H -4.16513 0.97324 -1.22144
H -4.27338 -0.52954 -2.14233
H -3.10293 0.70445 -2.60801
H 0.02726 1.62685 -0.64291
H -1.38049 1.91524 -1.67057
H 0.55390 0.79755 -2.80437
H -1.00032 -0.02075 -2.96744
H 1.98271 -5.07731 -4.62997
I 2.84387 -2.16936 2.30151
O -0.89662 -1.12417 4.87580
C -0.21552 -0.65876 3.97014
O -0.11763 -1.08320 2.77466
H 0.41350 0.23665 4.19251
C 3.02819 2.04494 2.96924
Si 1.39575 2.37462 2.07124
C 1.68098 3.69896 0.73322
C 0.21876 3.21521 3.31645
O 0.74214 1.06897 1.44796
H 3.41867 2.92401 3.49052
H 3.78620 1.70240 2.26028
H 2.88758 1.24705 3.70327
H 2.10993 4.61329 1.15570
H 0.73170 3.96530 0.25759
H 2.35419 3.33769 -0.04834
H 0.70544 4.04146 3.84375
H -0.12871 2.49654 4.06356
H -0.66482 3.62038 2.81344
O 3.41074 1.62292 -1.73165
C 2.95103 0.77695 -1.01665
N 2.50837 -0.06788 -0.31409
F -0.81594 -3.36339 -0.56349
C -0.51943 -2.78810 0.70108
F -1.80943 -2.41660 1.16287
H -0.27001 -3.66503 1.30897

Q: Which of them is the least stable? A: <x>.